Entry 1:
The following is a DFT calculation (wB97M-V/def2-TZVPD) of a molecular structure, C38H26BrN6O7STc.

Values from the calculation:
- net charge = +1
- energy above the lowest of the compared OMol25 structures with the same formula, charge and spin (kJ/mol) = 0.1
- largest force on an atom (eV Å⁻¹) = 0.9
- orbital gap (alpha / beta) (eV) = 6.3972 / 5.6986
- 2S+1 = 4

Each line ends with the Löwdin charge.
Cartesian coordinates (Å):
Tc -1.086 -0.448 -1.536  1.55
Br 3.242 4.734 4.726  0.81
S 0.246 3.795 0.702  0.65
O 0.170 1.118 -1.820  -0.17
O -2.331 -1.968 -1.293  -0.25
O -1.471 -3.804 -2.248  0.11
O -0.418 5.055 0.598  -0.27
O 0.405 3.219 2.014  -0.31
O 0.506 -1.713 -1.134  -0.10
O -3.375 -2.231 1.081  0.05
N -0.463 2.654 -0.262  -0.02
N 2.147 -1.174 4.965  0.13
N -0.957 -0.345 0.598  0.01
N -1.033 -0.518 -3.600  -0.04
N -2.724 0.916 -2.031  0.02
N 2.060 -1.972 4.047  0.14
C 2.927 2.882 4.788  -0.67
C 2.113 -2.820 1.861  0.04
C 1.817 3.793 -0.149  -0.20
C -1.863 -3.849 0.097  -0.09
C 2.348 2.334 5.927  -0.10
C 0.454 -1.064 2.426  -0.06
C -2.890 0.971 -3.480  -0.20
C -1.869 -3.237 -1.262  -0.53
C -2.603 -3.336 1.176  -0.26
C 3.999 4.340 -0.883  -0.05
C -1.998 0.337 -5.657  -0.13
C 2.816 2.505 -1.923  0.00
C 0.421 2.117 -1.053  -0.48
C 3.000 0.744 3.725  0.01
C 1.753 2.772 -1.081  -0.15
C 0.813 -1.841 0.087  -0.29
C -0.122 -1.158 -4.302  -0.06
C 3.946 3.308 -1.816  -0.05
C 3.284 2.090 3.701  -0.10
C -0.340 -0.323 3.313  0.04
C -0.057 -1.081 -5.702  -0.01
C 0.092 -1.055 1.079  -0.12
C -1.049 -4.967 0.298  -0.02
C -0.991 -0.348 -6.378  0.03
C 2.100 0.980 5.970  0.00
C -3.887 1.676 -4.091  0.00
C -1.683 0.353 1.453  -0.09
C 2.929 4.596 -0.030  -0.02
C -0.970 -5.578 1.533  -0.08
C -3.028 1.089 -6.265  -0.01
C -2.553 -3.984 2.408  -0.01
C -1.956 0.253 -4.253  -0.14
C 2.385 0.186 4.855  -0.27
C -3.966 1.720 -5.498  -0.04
C -1.740 -5.086 2.585  -0.07
C 1.561 -1.919 2.808  -0.20
C 1.792 -2.760 0.540  0.03
C -1.414 0.375 2.820  0.01
H -0.332 -6.440 1.677  0.10
H 0.567 -1.771 -3.735  0.12
H 2.751 1.703 -2.646  0.12
H -0.497 -5.344 -0.553  0.12
H 1.662 0.516 6.845  0.13
H 2.864 -3.516 2.214  0.13
H -0.972 -0.283 -7.458  0.13
H -2.374 1.814 -1.689  0.10
H -3.630 0.776 -1.594  0.12
H 3.271 0.112 2.889  0.12
H 3.772 2.531 2.844  0.11
H 4.884 4.959 -0.824  0.11
H -0.128 -0.312 4.374  0.12
H 2.260 -3.409 -0.187  0.13
H 2.108 2.966 6.769  0.11
H -2.520 0.904 1.049  0.12
H 0.724 -1.612 -6.225  0.12
H -4.613 2.214 -3.494  0.13
H -1.716 -5.577 3.550  0.11
H -3.278 -1.897 0.171  0.06
H -3.061 1.155 -7.345  0.12
H 4.786 3.143 -2.478  0.11
H -4.766 2.279 -5.962  0.12
H -3.168 -3.605 3.215  0.12
H -2.051 0.951 3.476  0.13
H 2.969 5.409 0.683  0.12



Entry 2:
The following is a DFT calculation (wB97M-V/def2-TZVPD) of a molecular structure, C38H26Cl2N4O5V at a distorted geometry.

Values from the calculation:
- net charge = -1
- energy above the lowest of the compared OMol25 structures with the same formula, charge and spin (kJ/mol) = 76.6
- largest force on an atom (eV Å⁻¹) = 2.1
- orbital gap (alpha / beta) (eV) = 7.1609 / 7.2276
- 2S+1 = 3

Each line ends with the Löwdin charge.
Cartesian coordinates (Å):
V 0.784 0.375 1.046  0.92
Cl 4.552 -5.318 0.048  0.63
Cl 4.078 -5.209 3.203  0.63
O -1.321 1.362 -2.255  0.09
O -0.297 0.914 -0.334  -0.13
O -0.859 -1.577 -0.278  0.01
O 1.791 -0.909 4.648  0.06
O 2.580 -1.364 -2.351  0.03
N 2.119 -0.701 -0.169  0.02
N -0.566 0.659 2.518  0.02
N 1.511 -0.815 2.338  -0.02
N 2.239 1.864 -1.062  0.13
C 3.110 3.621 2.770  -0.11
C -3.600 -2.115 -0.730  -0.01
C -0.505 -2.608 -2.867  -0.02
C -4.924 -2.204 -0.339  -0.08
C 1.556 1.101 -3.230  -0.01
C -3.741 0.277 -0.705  -0.02
C 2.302 -0.526 -1.490  -0.46
C 1.260 4.639 1.646  -0.13
C -2.545 1.389 3.613  -0.04
C -1.784 1.188 2.472  -0.07
C -0.349 -3.174 -4.128  -0.08
C -5.667 -1.048 -0.129  -0.10
C 0.804 3.383 1.270  -0.16
C -1.520 -0.862 -1.312  -0.31
C 2.645 2.369 2.383  -0.11
C -5.073 0.189 -0.315  -0.08
C -0.063 0.282 3.707  -0.15
C 1.998 3.110 -1.453  -0.13
C 1.219 -0.534 3.635  -0.44
C 2.419 4.766 2.401  -0.13
C -1.341 -1.517 -2.680  -0.13
C 1.483 2.209 1.619  -0.22
C 2.583 -1.864 0.501  -0.18
C -2.039 -1.010 -3.777  -0.02
C -2.994 -0.875 -0.914  -0.13
C 1.526 3.430 -2.717  -0.05
C 3.261 -2.959 -0.033  -0.04
C 2.817 -2.877 2.711  -0.04
C -1.037 -2.661 -5.212  -0.10
C 3.715 -3.984 0.790  -0.69
C 2.334 -1.866 1.902  -0.18
C -1.887 -1.575 -5.030  -0.08
C 3.506 -3.945 2.152  -0.69
C 1.297 2.401 -3.621  -0.07
C -0.750 0.462 4.888  0.01
C -2.014 1.035 4.842  -0.05
C 2.022 0.887 -1.936  -0.21
C -0.999 0.605 -1.362  -0.54
H -0.919 -3.104 -6.193  0.09
H 1.394 0.254 -3.880  0.12
H 3.445 -3.018 -1.092  0.09
H 2.664 -2.833 3.779  0.10
H 0.061 -1.733 -0.546  0.07
H -2.144 1.465 1.488  0.11
H 0.047 -3.037 -2.044  0.11
H -2.432 -1.165 -5.871  0.10
H 0.323 -4.012 -4.252  0.10
H -3.535 1.815 3.528  0.10
H -3.016 -3.011 -0.890  0.12
H -0.093 3.318 0.661  0.10
H -2.690 -0.158 -3.641  0.12
H -6.704 -1.114 0.173  0.09
H -5.379 -3.175 -0.196  0.10
H 4.014 3.702 3.362  0.09
H -5.645 1.094 -0.158  0.10
H -0.285 0.137 5.808  0.12
H 2.180 3.882 -0.713  0.10
H 0.712 5.525 1.346  0.09
H -3.295 1.248 -0.870  0.11
H 2.784 5.744 2.689  0.09
H 0.909 2.610 -4.609  0.10
H 3.218 1.495 2.679  0.09
H -2.581 1.187 5.750  0.11
H 1.333 4.461 -2.981  0.10



Entry 3:
The following is a DFT calculation (wB97M-V/def2-TZVPD) of a molecular structure, C38H27AlAsF5N3PS3Se2 at a distorted geometry.

Values from the calculation:
- net charge = 0
- energy above the lowest of the compared OMol25 structures with the same formula, charge and spin (kJ/mol) = 28.9
- largest force on an atom (eV Å⁻¹) = 1.3
- orbital gap (eV) = 4.5683

Each line ends with the Löwdin charge.
Cartesian coordinates (Å):
Se 3.801 -0.012 -2.020  1.33
Se 2.817 2.702 1.716  0.84
As -3.437 -2.341 0.475  1.30
S -0.239 3.936 0.390  0.57
S 0.124 6.666 -0.778  0.49
S 1.968 4.434 -1.520  0.59
P 0.310 0.428 0.881  1.05
Al 1.426 2.532 -0.334  -0.62
F 7.860 -0.534 0.840  0.13
F 6.963 1.111 -1.118  0.10
F 4.797 2.610 -0.737  0.04
F 6.516 -0.686 3.182  0.12
F 4.349 0.783 3.597  0.08
N 2.526 1.036 -1.392  -0.19
N 2.911 -0.491 -3.448  -0.18
N 0.468 1.747 -2.046  0.06
C -2.296 2.234 3.392  -0.07
C 1.647 -1.810 -0.006  -0.16
C 1.484 -0.966 1.101  -0.33
C -1.867 1.932 4.677  -0.07
C -2.578 -3.732 -3.993  -0.09
C 1.749 0.142 -3.423  -0.35
C -1.652 -1.671 1.000  -0.41
C 3.170 -2.273 2.252  -0.06
C 0.597 5.095 -0.647  -1.69
C 0.688 0.124 -4.380  0.03
C -5.423 1.279 1.159  -0.09
C -0.460 1.724 -2.938  -0.04
C -1.516 -3.599 -3.106  -0.09
C -0.727 1.160 4.852  -0.07
C -1.135 -0.501 0.163  -0.38
C 4.953 0.897 2.413  -0.26
C 3.311 -3.107 1.153  -0.07
C -0.446 0.972 2.458  -0.35
C -4.252 -0.590 0.164  -0.43
C -3.870 -3.449 -3.564  -0.08
C -4.848 1.336 -1.173  -0.08
C -1.744 -3.171 -1.800  -0.12
C 1.560 0.975 -2.286  -0.46
C -5.431 1.938 -0.063  -0.08
C 6.777 0.208 1.036  -0.15
C 4.431 1.728 1.425  -0.46
C 6.320 1.051 0.050  -0.19
C 2.548 -2.866 0.015  -0.09
C 2.275 -1.206 2.221  -0.08
C -0.021 0.684 3.754  -0.07
C -3.031 -2.855 -1.368  -0.42
C -4.093 -3.020 -2.261  -0.14
C -0.386 0.910 -4.123  -0.01
C -4.259 0.080 -1.060  -0.12
C 5.176 1.804 0.258  -0.31
C -4.842 0.021 1.269  -0.13
C -1.590 1.761 2.295  -0.16
C 6.091 0.140 2.227  -0.15
H -1.941 2.022 1.303  0.07
H -4.844 -0.487 2.227  0.09
H -0.508 -3.835 -3.428  0.10
H -4.707 -3.569 -4.244  0.10
H -0.968 -2.518 0.966  0.05
H 2.232 -0.549 3.072  0.07
H -0.862 -0.840 -0.838  0.05
H 3.761 -2.447 3.148  0.12
H -5.105 -2.807 -1.933  0.10
H -0.904 -3.104 -1.117  0.08
H -4.849 1.846 -2.130  0.10
H -1.918 0.240 0.035  0.05
H -1.738 -1.389 2.047  0.06
H 1.052 -1.653 -0.902  0.09
H 0.762 -0.476 -5.281  0.13
H -1.311 2.373 -2.750  0.14
H -1.209 0.948 -4.826  0.12
H 4.009 -3.937 1.179  0.11
H 0.858 0.090 3.936  0.08
H -2.402 -4.074 -5.006  0.10
H -0.375 0.928 5.851  0.11
H 2.650 -3.499 -0.860  0.11
H -2.410 2.303 5.537  0.11
H -3.804 -0.376 -1.931  0.09
H -5.877 1.743 2.028  0.10
H -5.894 2.913 -0.154  0.11
H -3.173 2.853 3.233  0.11



> Which of these has the highest largest force on an atom?

C38H26Cl2N4O5V